(1)
16
Properties=species:S:1:pos:R:3:forces:R:3 method="wB97M-V/def2-TZVPD" e_lumo_ev=1.095 charge=0 de_lowest_kcal_mol=76.8 energy_ha=-325.8152
C -0.6242 1.0347 -1.6775 -0.1557 0.0537 -0.1680
C -0.3657 -0.2431 -0.8605 0.7409 -0.5680 1.2547
C 1.1327 -0.8158 -0.5918 -0.1347 0.3048 -0.3808
C 0.9196 -0.9156 0.9507 -0.2724 0.1294 -0.2648
C -0.4045 -0.2105 0.7090 -0.4759 0.5976 -0.3031
N -1.1734 0.4927 1.4317 0.1334 -0.1178 -0.7351
O -0.7922 0.5101 2.7708 -0.0490 -0.0007 0.2051
H 0.0922 1.0827 -2.5077 0.0391 0.2217 0.2962
H -0.6054 1.9368 -1.0626 0.2988 -0.0183 -0.1369
H -1.6204 1.0179 -2.1773 0.5659 -0.1439 0.5647
H -1.0559 -0.9272 -1.3439 0.2071 -0.9053 0.5534
H 1.4841 -1.7469 -1.0637 -0.4943 0.3873 -0.0884
H 1.8500 -0.0269 -0.8212 0.0517 -0.0425 -0.0658
H 1.6382 -0.3730 1.5896 -0.3972 -0.0318 -0.3437
H 0.8576 -1.9348 1.3690 -0.2244 0.3461 -0.3658
H -1.4187 1.1425 3.1482 0.1667 -0.2125 -0.0218

(2)
16
Properties=species:S:1:pos:R:3:forces:R:3 method="wB97M-V/def2-TZVPD" smiles="CC1(C)NCC1=O" e_lumo_ev=0.942 charge=0 de_lowest_kcal_mol=37.8 energy_ha=-325.8773
C 1.3727 -0.8315 -0.1522 0.0430 -0.0885 0.0064
C 0.1947 0.1363 -0.1119 0.2106 0.0986 0.0478
C 0.6138 1.5654 -0.4747 0.0381 0.1194 -0.0157
N -1.0270 -0.3384 -0.8294 0.0426 -0.2188 -0.2313
C -1.7815 -0.5774 0.4215 -0.2298 -0.0298 0.2126
C -0.6032 0.0115 1.1916 0.0588 0.1174 0.4823
O -0.3705 0.2751 2.3382 -0.1416 -0.1173 -0.5481
H 2.1621 -0.4968 0.5286 -0.1202 -0.0306 -0.0928
H 1.7877 -0.8679 -1.1657 -0.0503 0.0158 0.1100
H 1.0772 -1.8463 0.1377 0.0126 0.1289 -0.0134
H 1.6327 1.6063 -0.8716 -0.1197 -0.0476 0.0266
H 0.5750 2.2215 0.4003 0.0329 -0.0878 -0.0668
H -0.0668 1.9596 -1.2307 0.0354 -0.0251 0.0863
H -0.8600 -1.1927 -1.3512 -0.0193 0.1173 0.0224
H -2.7116 -0.0013 0.4911 0.1309 -0.0887 0.0308
H -1.9952 -1.6234 0.6786 0.0759 0.1369 -0.0572

(3)
16
Properties=species:S:1:pos:R:3:forces:R:3 method="wB97M-V/def2-TZVPD" e_lumo_ev=0.348 charge=0 de_lowest_kcal_mol=99.5 energy_ha=-325.7791
C 1.9275 -0.5565 0.3511 0.0044 -0.0476 0.0534
C 0.9551 0.5203 -0.1148 0.0407 0.1010 0.0215
C -0.0975 0.1387 -1.1768 -0.0355 -0.0700 -0.1941
N -1.2308 0.3948 -0.2193 -0.1143 0.1356 -0.0948
C -2.0891 -0.8385 0.0698 -0.0238 0.0544 0.3409
C -0.2174 0.8404 0.8065 0.0344 0.0101 0.6214
O -0.3920 1.2236 1.9157 0.0592 -0.1390 -0.6421
H 1.4076 -1.5030 0.5302 0.0558 0.1481 -0.0170
H 2.4161 -0.2484 1.2801 -0.0543 -0.0479 -0.1305
H 2.7001 -0.7247 -0.4057 -0.1215 0.0261 0.1091
H 1.4931 1.4479 -0.3442 -0.0828 -0.1182 0.0291
H -0.1489 0.7830 -2.0560 0.0234 -0.0965 0.1204
H -0.1431 -0.9146 -1.4599 0.0611 0.1634 0.0370
H -1.8716 1.1357 -0.5010 0.0988 -0.0755 0.0110
H -2.8962 -0.4441 0.7047 0.0359 -0.0375 -0.0612
H -1.4641 -1.4455 0.7491 0.0185 -0.0063 -0.2042

(4)
16
Properties=species:S:1:pos:R:3:forces:R:3 method="wB97M-V/def2-TZVPD" e_lumo_ev=0.864 charge=0 de_lowest_kcal_mol=121.0 energy_ha=-325.7447
C 1.5525 0.1039 -1.8611 0.0932 0.0553 -0.1621
N 0.8229 0.4335 -0.6356 -0.0480 0.0020 -0.0360
C 1.0088 -0.6167 0.4024 0.3442 0.0795 0.1972
C -0.2464 -0.5125 -0.4373 -0.2779 -0.1257 -0.0842
C -0.9390 -0.2138 0.7474 -0.0773 0.0961 -0.0431
O -1.5050 -1.2599 1.3790 0.0998 -0.0327 -0.0461
C -1.2842 1.1297 1.3024 0.0807 -0.0002 0.0259
H 2.5009 0.6462 -1.8737 -0.1311 -0.0670 0.0405
H 0.9581 0.4219 -2.7249 0.1269 -0.0083 0.0880
H 1.7686 -0.9742 -1.9431 -0.0654 0.1634 0.0620
H -1.0296 -2.0478 1.0631 -0.2761 -0.0333 0.1138
H 1.0485 -0.2213 1.4265 -0.0347 -0.0227 -0.1022
H -0.5187 -1.2951 -1.1462 0.0476 0.0964 0.0970
H -1.6245 1.0256 2.3362 0.1337 0.0031 -0.1486
H -0.4219 1.7957 1.2495 -0.1103 -0.0741 -0.0643
H -2.0910 1.5847 0.7155 0.0948 -0.1315 0.0622

Number 1: F_max 1.56 eV/A, HOMO level -9.4572 eV, molar mass 99.1 g/mol. Number 2: F_max 0.58 eV/A, HOMO level -9.5204 eV, molar mass 99.1 g/mol. Number 3: F_max 0.66 eV/A, HOMO level -6.8729 eV, molar mass 99.1 g/mol. Number 4: F_max 0.40 eV/A, HOMO level -7.7120 eV, molar mass 99.1 g/mol.